Entry 1:
# C30H51ClFIN3O5S

2 unconnected molecules or ions with the total composition C30H51ClFIN3O5S in a non-equilibrium geometry (wB97M-V/def2-TZVPD, OMol25).

Results
Multiplicity: 1
Strongest force on any atom in hartree/bohr: 0.073
HOMO in eV: -12.023
Net charge: +1

Last column: Mulliken charge in e.
Geometry (Å):
1 C 7.6064 -0.2295 0.4834  0.009
2 C 6.7471 -0.0524 -0.3497  -1.099
3 C 5.6252 0.0791 -1.2739  -0.187
4 N 4.3582 -0.1415 -0.4763  0.898
5 C 3.8827 1.2044 -0.0326  -2.240
6 C 2.6470 1.1278 0.8850  0.757
7 S 3.2761 0.4775 2.5064  -0.196
8 C 2.2927 2.6059 1.1786  -0.946
9 C 1.4420 2.8378 2.4021  -0.457
10 N 1.9865 3.3740 3.4021  -0.629
11 C 1.4816 0.2804 0.2894  3.055
12 C 0.4761 -0.1983 1.3502  -1.178
13 C -0.7101 -1.0049 0.7630  -0.934
14 C -0.5981 -2.5268 0.8943  -0.827
15 Cl -0.7629 -2.9928 2.6106  -0.196
16 C 0.7515 1.0689 -0.8572  -2.169
17 C -0.4534 1.9076 -0.3849  0.706
18 C -0.5377 3.2956 -1.0805  -0.973
19 C -1.9843 3.7806 -1.1753  -0.857
20 C -2.6755 3.3223 -2.4746  -0.969
21 C -3.3517 1.9399 -2.3995  -0.655
22 C -4.1814 1.6807 -1.1316  0.009
23 C -5.4993 0.9763 -1.4147  -0.860
24 O -6.0773 0.5843 -0.1536  -0.305
25 C -6.2436 -0.7569 -0.0034  0.632
26 C -7.0712 -1.5366 -1.0106  -1.007
27 O -5.7728 -1.3238 0.9435  -0.441
28 C 2.0089 -1.0409 -0.3808  -2.922
29 C 3.3003 -0.9298 -1.1754  -0.489
30 C 3.1094 -0.3115 -2.5913  -1.454
31 N 1.8715 -0.8079 -3.2369  -0.412
32 C 3.7744 -2.3879 -1.4514  -1.541
33 C 4.2284 -3.1706 -0.1897  -0.419
34 C 5.7931 -3.2599 -0.1360  -0.934
35 I 3.5191 -5.2007 -0.3851  0.176
36 H 8.2705 -0.4744 1.2664  0.425
37 H 5.6506 1.1094 -1.6072  0.476
38 H 5.7651 -0.6358 -2.0718  0.624
39 H 4.6547 -0.5963 0.3936  0.676
40 H 3.7236 1.8818 -0.8669  0.457
41 H 4.6840 1.5992 0.5864  0.656
42 H 3.6385 -0.8004 2.2425  0.212
43 H 1.9128 3.1167 0.2970  0.411
44 H 3.2423 3.0893 1.4186  0.695
45 H 0.3808 2.5959 2.4535  0.325
46 H 1.2983 3.4731 4.1472  0.317
47 H 0.9531 -0.8471 2.0816  1.159
48 H 0.0585 0.6276 1.9145  0.342
49 H -0.9746 -0.7287 -0.2574  0.507
50 H -1.5739 -0.7505 1.3768  0.245
51 H 0.2825 -2.9550 0.4312  0.268
52 H -1.4774 -2.9236 0.3960  0.479
53 H 0.3783 0.3760 -1.5990  0.630
54 H 1.4997 1.7200 -1.3098  0.597
55 H -1.3738 1.4000 -0.6675  -0.722
56 H -0.4628 2.1135 0.6781  0.014
57 H 0.0124 3.3358 -2.0200  0.435
58 H -0.0226 3.9900 -0.4074  0.270
59 H -2.5441 3.5382 -0.2746  0.378
60 H -1.9473 4.8707 -1.2109  0.478
61 H -3.3621 4.0875 -2.8295  0.382
62 H -1.8948 3.2471 -3.2338  0.348
63 H -2.6148 1.1553 -2.5680  0.336
64 H -4.0379 1.8847 -3.2510  0.571
65 H -3.5877 1.0598 -0.4563  -0.019
66 H -4.3889 2.6044 -0.5961  0.263
67 H -6.1855 1.6833 -1.8767  0.306
68 H -5.3065 0.1295 -2.0676  0.410
69 H -6.5649 -1.5173 -1.9755  0.337
70 H -8.0494 -1.0841 -1.1464  0.338
71 H -7.1509 -2.5686 -0.7032  0.362
72 H 1.2160 -1.4660 -0.9775  1.076
73 H 2.1414 -1.7350 0.4515  1.029
74 H 3.0104 0.7714 -2.5492  0.184
75 H 3.9266 -0.6056 -3.2476  0.538
76 H 1.6702 -1.7541 -2.9347  0.170
77 H 2.0655 -0.8979 -4.2270  0.380
78 H 4.5554 -2.4259 -2.2077  0.495
79 H 2.9347 -2.9277 -1.8750  0.831
80 H 3.9257 -2.7076 0.7440  0.460
81 H 6.2555 -2.6859 -0.9376  0.234
82 H 6.1391 -4.2773 -0.2532  0.461
83 H 6.1591 -2.8276 0.7917  0.216
84 C -5.6473 -1.9723 2.9247  -0.263
85 C -4.2898 -1.3994 3.2417  0.710
86 O -4.3438 -1.2183 4.6422  -0.358
87 C -5.2049 -2.1678 5.1264  0.526
88 O -5.2878 -2.4784 6.2635  -0.506
89 O -5.9406 -2.7063 4.1204  -0.344
90 F -4.1051 -0.1895 2.6476  -0.300
91 H -6.3965 -1.1951 2.7770  0.151
92 H -5.6409 -2.6239 2.0555  0.361
93 H -3.4521 -2.0547 2.9925  0.013

Atoms 1-3, force components in eV/Å:
-1.57 0.16 -1.14
1.18 -0.36 1.19
1.11 0.11 0.90

Entry 2:
# C30H51FO27

9 unconnected molecules or ions with the total composition C30H51FO27 in a non-equilibrium geometry (wB97M-V/def2-TZVPD, OMol25).

Results
Multiplicity: 2
Strongest force on any atom in hartree/bohr: 0.120
HOMO (spin up / spin down) in eV: -12.039 / -12.039
Net charge: +1

Last column: Mulliken charge in e.
Geometry (Å):
1 C 19.5947 3.2659 5.0463  0.045
2 C 19.0534 3.1669 6.4716  0.548
3 O 17.9915 4.0451 6.4382  -0.367
4 C 18.1180 4.8602 5.4053  0.630
5 O 17.4146 5.7700 5.0990  -0.549
6 O 19.1716 4.5229 4.6943  -0.346
7 F 19.9505 3.5691 7.4016  -0.211
8 H 19.0978 2.5703 4.3700  0.379
9 H 20.6686 3.1793 4.8810  -0.244
10 H 18.7580 2.1861 6.8443  0.100
11 C 21.9941 9.7999 15.4210  -0.529
12 O 21.2305 9.6977 14.2180  -0.159
13 C 19.8876 10.1435 14.2348  0.806
14 O 19.1490 10.5000 15.2474  -0.649
15 O 19.5250 10.0331 12.9476  -0.245
16 C 18.1620 10.3103 12.5729  -0.689
17 H 22.0729 10.7895 15.8711  0.327
18 H 22.9824 9.3874 15.2179  0.236
19 H 21.5263 9.1375 16.1492  0.112
20 H 17.4612 9.7554 13.1967  0.290
21 H 18.0160 10.1767 11.5010  0.266
22 H 17.8466 11.3303 12.7925  0.321
23 C 19.5846 6.8396 14.5034  0.475
24 O 20.2974 6.1811 13.4034  -0.252
25 C 19.6442 5.3840 12.6718  0.396
26 O 18.4868 4.9821 12.8857  -0.678
27 O 20.4643 4.8879 11.6628  -0.014
28 C 19.9956 4.1730 10.5545  0.072
29 H 20.2553 7.5526 14.9827  -0.338
30 H 19.3124 6.0328 15.1840  -0.335
31 H 18.7239 7.3604 14.0838  0.384
32 H 19.4234 3.3614 11.0041  0.270
33 H 20.7502 3.8151 9.8541  -0.464
34 H 19.4171 4.8689 9.9470  0.309
35 C 20.3103 6.6480 19.9735  -0.524
36 O 20.2748 5.4151 19.3118  -0.366
37 C 20.3702 5.4491 18.0343  0.867
38 O 20.4589 6.4324 17.2450  -0.466
39 O 20.4668 4.1980 17.6771  -0.356
40 C 20.9024 3.8704 16.3640  -0.454
41 H 19.4357 7.2535 19.7356  0.105
42 H 21.1815 7.2631 19.7482  0.306
43 H 20.2512 6.2832 20.9990  0.295
44 H 21.0056 2.7918 16.2455  0.290
45 H 21.8898 4.3056 16.2098  0.433
46 H 20.2177 4.2033 15.5840  -0.147
47 C 19.9344 0.6037 8.9006  -0.288
48 O 19.2891 -0.0975 9.9673  -0.356
49 C 18.1405 0.3826 10.5404  0.803
50 O 17.7229 1.5511 10.3027  -0.596
51 O 17.6486 -0.5446 11.3585  -0.329
52 C 16.7451 -0.0753 12.3381  -0.494
53 H 19.4912 0.5713 7.9054  0.278
54 H 20.7724 -0.0752 8.7422  0.290
55 H 20.1312 1.6280 9.2170  0.039
56 H 15.8002 0.1961 11.8674  0.322
57 H 17.0164 0.8113 12.9112  0.080
58 H 16.5361 -0.8585 13.0668  0.321
59 C 17.8707 8.5514 17.4906  -0.609
60 O 18.1680 9.5014 18.5462  -0.066
61 C 17.2299 10.4566 18.9020  0.864
62 O 16.0766 10.6568 18.4235  -0.094
63 O 17.7250 11.2291 19.8461  -0.203
64 C 17.0195 12.3414 20.2328  -0.731
65 H 17.6081 7.6405 18.0287  0.453
66 H 18.7174 8.2398 16.8790  -0.005
67 H 17.0964 8.8564 16.7867  0.396
68 H 16.1195 12.0794 20.7892  0.341
69 H 16.7494 12.8846 19.3273  0.354
70 H 17.6198 13.0414 20.8140  0.257
71 C 24.2170 7.8403 11.0333  -1.464
72 C 23.2757 6.6586 11.2698  0.644
73 C 23.6783 5.3870 10.4418  0.248
74 O 24.3589 4.6700 11.4705  -0.393
75 C 24.0568 5.0587 12.6301  0.699
76 O 24.3271 4.4449 13.6161  -0.658
77 O 23.4768 6.1706 12.5793  -0.287
78 H 24.0119 8.3773 10.1072  0.380
79 H 25.2149 7.4044 11.0813  0.363
80 H 24.0775 8.6382 11.7627  0.308
81 H 22.2419 6.9688 11.1179  0.227
82 H 24.3716 5.4531 9.6033  0.339
83 H 22.8023 4.7572 10.2864  -0.409
84 C 15.8651 3.3645 14.1399  -1.166
85 C 15.9625 3.1858 15.6362  0.542
86 C 17.3254 3.5782 16.2444  0.340
87 O 17.0674 4.5624 17.1690  -0.208
88 C 15.7580 4.9553 17.0518  0.569
89 O 15.3698 6.0804 17.4336  -0.602
90 O 15.0944 4.1343 16.2342  -0.354
91 H 14.8759 2.9988 13.8646  0.441
92 H 16.5735 2.7619 13.5714  0.045
93 H 16.0008 4.4011 13.8315  0.285
94 H 15.7134 2.1593 15.9053  0.310
95 H 18.0382 3.9910 15.5305  -0.430
96 H 17.8304 2.7465 16.7358  0.328
97 C 23.1434 2.1672 7.4833  -1.046
98 C 23.8583 2.5740 6.1762  0.344
99 C 24.2334 1.2687 5.4794  -0.512
100 O 23.8194 1.4880 4.1309  -0.338
101 C 23.0757 2.5928 4.0263  0.701
102 O 22.5017 3.0753 3.0383  -0.565
103 O 23.0109 3.1745 5.2594  -0.322
104 H 22.3973 1.4040 7.2621  0.303
105 H 22.7012 3.0863 7.8678  -0.010
106 H 23.8375 1.7481 8.2117  0.468
107 H 24.7795 3.1422 6.3055  0.333
108 H 23.8008 0.3870 5.9523  0.327
109 H 25.3230 1.2428 5.4916  0.317

Atoms 1-3, force components in eV/Å:
0.49 -1.40 0.08
0.19 -1.49 -0.40
-0.94 -0.68 1.67

- Among the records above, which one has the highest strongest force on any atom?
  C30H51FO27

- Which of these has the highest multiplicity?
  C30H51FO27

- multiplicity of number 1 (C30H51ClFIN3O5S)?
  1